1.
Density functional theory data (ωB97M-V/def2-TZVPD) for a cluster of 16 separate species, C2H34N2O17 in total at a distorted geometry.

Element x y z (Å)
O: -0.686 1.368 0.288
C: 0.364 0.748 0.095
N: 1.084 0.876 -1.040
C: 0.761 1.846 -2.050
N: -0.431 2.558 -1.886
O: 1.655 2.013 -2.921
H: 0.839 0.170 0.922
H: 1.975 0.353 -1.131
H: -0.916 2.483 -1.028
H: -0.473 3.377 -2.477
H: -0.422 4.464 0.660
H: 0.304 3.905 1.884
O: 0.411 4.452 1.107
H: 4.179 0.738 -1.957
H: 4.489 0.921 -0.465
O: 3.942 0.458 -1.045
H: -4.084 1.615 -0.359
H: -3.370 1.378 -1.581
O: -3.916 1.980 -1.215
H: -1.838 -0.954 2.416
H: -1.578 0.011 3.464
O: -1.300 -0.914 3.237
H: -3.241 -0.080 0.360
H: -1.960 0.638 1.090
O: -2.885 0.257 1.199
H: 0.494 -4.316 0.809
H: 1.215 -3.066 0.989
O: 0.397 -3.383 0.622
H: -0.756 0.692 -3.661
H: -2.060 -0.185 -3.190
O: -1.170 -0.267 -3.725
H: 0.382 -1.086 3.014
H: 1.584 -1.118 4.085
O: 1.369 -1.343 3.131
H: -3.987 -0.490 -1.639
H: -2.731 -1.452 -1.432
O: -3.053 -0.545 -1.407
H: 2.952 -2.261 -1.909
H: 2.100 -2.951 -0.778
O: 2.307 -2.071 -1.217
H: 2.792 -2.218 1.994
H: 4.043 -2.131 0.880
O: 3.320 -2.664 1.406
H: -1.528 -3.036 -1.835
H: -2.280 -3.302 -0.459
O: -2.348 -3.019 -1.322
H: 2.788 1.375 2.814
H: 2.285 2.676 2.134
O: 2.056 2.036 2.828
H: -0.307 2.159 3.253
H: -1.203 1.907 1.940
O: -1.061 1.846 2.978
H: 0.253 -2.401 -1.955
H: -0.482 -1.525 -3.127
O: -0.276 -2.524 -2.792

Total charge: 0
Maximum force: 9.38 eV/A
Frontier orbital gap: 10.44 eV
ΔE to the lowest compared entry with this formula, charge and spin: 0.0000 eV
Calculated total energy: -40414.4310 eV
HOMO: -0.3949 hartree
Spin multiplicity: 1

Results of the natural (NBO) charge analysis, in e, for atoms 1 through 2: -0.71 0.57


2.
Density functional theory data (ωB97M-V/def2-TZVPD) for the molecule C17H21N3O4 at a distorted geometry.

Element x y z (Å)
C: 3.584 -3.638 0.406
C: 2.016 -4.041 0.308
N: 1.404 -3.688 -1.044
C: 0.800 -2.338 -0.808
C: -0.595 -2.217 -0.152
C: -1.239 -0.846 0.153
C: -2.651 -0.682 0.867
C: -3.919 -0.668 -0.120
C: -3.637 -0.086 -1.591
C: -5.029 0.288 0.599
C: -0.404 0.425 -0.246
C: 1.009 0.291 -0.925
C: 1.645 -1.079 -1.224
C: 1.809 1.650 -1.272
O: 2.522 1.768 -2.297
C: 1.576 2.840 -0.206
C: 2.694 3.884 0.243
N: 4.024 3.686 -0.443
C: 0.285 2.961 0.397
O: 0.044 4.032 1.335
N: -0.319 3.496 2.553
O: 0.578 2.772 2.901
C: -0.891 1.914 0.035
O: -2.072 2.323 -0.036
H: 4.209 -4.594 0.537
H: 3.801 -2.975 1.328
H: 3.959 -3.070 -0.509
H: 1.910 -5.150 0.554
H: 1.492 -3.419 1.127
H: 2.196 -3.520 -1.680
H: -1.161 -3.168 0.118
H: -2.778 -1.613 1.543
H: -2.699 0.212 1.598
H: -4.386 -1.708 -0.210
H: -2.694 0.542 -1.689
H: -3.707 -0.951 -2.329
H: -4.516 0.625 -1.836
H: -5.161 -0.091 1.684
H: -6.016 0.323 0.032
H: -4.543 1.334 0.687
H: 2.672 -1.202 -1.692
H: 2.894 3.671 1.365
H: 2.346 4.983 0.214
H: 4.221 2.670 -0.491
H: 4.728 4.052 0.217

Total charge: 0
Maximum force: 4.67 eV/A
Frontier orbital gap: 7.57 eV
ΔE to the lowest compared entry with this formula, charge and spin: 13.5010 eV
Calculated total energy: -30619.2399 eV
HOMO: -0.3266 hartree
Spin multiplicity: 1
SMILES: CCNc1cc(CC(C)C)c2c(c1)C(=O)C(CN)=C(ON=O)C2=O

Results of the natural (NBO) charge analysis, in e, for atoms 1 through 2: -0.65 -0.23


3.
Density functional theory data (ωB97M-V/def2-TZVPD) for a cluster of 2 separate species, C2H10NO in total at a distorted geometry.

Element x y z (Å)
C: -0.627 1.352 -1.748
N: -1.145 0.475 -0.615
H: -1.648 1.055 0.101
H: -1.851 -0.136 -1.030
H: -0.393 -0.045 -0.079
H: -1.450 1.568 -2.428
H: 0.212 0.935 -2.308
H: -0.227 2.254 -1.242
C: 0.631 -0.972 1.827
O: 1.200 -0.984 0.502
H: 1.897 -0.384 0.259
H: 1.060 -0.089 2.345
H: 1.036 -1.851 2.313
H: -0.437 -1.040 1.963

Total charge: +1
Maximum force: 3.27 eV/A
Frontier orbital gap: 11.31 eV
ΔE to the lowest compared entry with this formula, charge and spin: 1.3549 eV
Calculated total energy: -5766.3273 eV
HOMO: -0.5523 hartree
Spin multiplicity: 1

Results of the natural (NBO) charge analysis, in e, for atoms 1 through 2: -0.43 -0.70


4.
Density functional theory data (ωB97M-V/def2-TZVPD) for a cluster of 4 separate species, C31H63ClN5O7 in total at a distorted geometry.

Element x y z (Å)
C: 3.264 3.507 -0.504
C: 2.478 3.298 -1.796
O: 1.040 3.372 -1.639
N: 0.435 2.146 -1.671
C: 0.232 1.601 -2.875
N: 0.658 2.265 -4.003
C: 1.448 1.666 -4.820
C: 2.455 0.613 -4.480
C: 1.407 2.092 -6.253
C: -0.398 0.398 -2.955
C: -0.785 -0.227 -1.819
C: -1.443 -1.577 -1.967
O: -0.781 -2.483 -2.447
O: -2.717 -1.737 -1.562
C: -0.554 0.338 -0.567
C: -0.967 -0.430 0.654
C: -0.050 -1.675 0.954
C: 1.270 -1.686 0.195
Cl: 0.335 -1.661 2.714
C: 0.050 1.550 -0.524
C: 0.335 2.239 0.779
C: -0.939 2.548 1.616
C: -1.151 4.043 1.957
C: -1.123 4.279 3.468
O: -2.421 4.188 4.023
C: -2.535 3.169 4.988
H: 3.378 2.537 -0.024
H: 4.260 3.848 -0.774
H: 2.764 4.196 0.169
H: 2.773 4.019 -2.553
H: 2.767 2.333 -2.207
H: 2.374 0.220 -3.468
H: 3.446 1.057 -4.572
H: 2.356 -0.220 -5.174
H: 0.872 1.360 -6.854
H: 2.438 2.108 -6.617
H: 1.028 3.103 -6.349
H: -0.582 -0.044 -3.919
H: -2.790 -2.394 -0.855
H: -1.959 -0.827 0.471
H: -0.982 0.154 1.560
H: -0.611 -2.579 0.743
H: 1.944 -2.387 0.681
H: 1.116 -2.071 -0.812
H: 1.764 -0.717 0.181
H: 0.954 1.537 1.344
H: 0.938 3.126 0.646
H: -0.858 2.013 2.561
H: -1.797 2.104 1.117
H: -0.461 4.703 1.435
H: -2.166 4.291 1.650
H: -0.728 5.281 3.658
H: -0.463 3.575 3.982
H: -2.432 2.165 4.563
H: -3.503 3.228 5.474
H: -1.791 3.263 5.787
C: 9.628 2.043 -2.031
C: 8.461 1.340 -1.345
C: 7.084 1.854 -1.794
O: 6.704 3.101 -1.238
C: 7.238 4.237 -1.902
N: 8.638 1.435 0.106
H: 9.801 3.042 -1.630
H: 10.546 1.476 -1.881
H: 9.460 2.129 -3.107
H: 8.511 0.282 -1.621
H: 6.330 1.140 -1.444
H: 7.007 1.884 -2.890
H: 7.325 4.074 -2.979
H: 8.209 4.511 -1.487
H: 6.558 5.072 -1.729
H: 7.920 0.882 0.568
H: 8.424 2.391 0.382
C: -5.542 -5.453 -2.032
C: -4.405 -5.003 -2.945
C: -3.832 -6.128 -3.819
O: -2.977 -7.024 -3.139
C: -3.632 -8.057 -2.421
N: -3.362 -4.366 -2.131
H: -5.182 -6.024 -1.176
H: -6.073 -4.587 -1.638
H: -6.262 -6.068 -2.575
H: -4.814 -4.247 -3.621
H: -3.211 -5.667 -4.593
H: -4.629 -6.674 -4.338
H: -4.542 -8.388 -2.928
H: -3.868 -7.738 -1.403
H: -2.945 -8.900 -2.354
H: -2.653 -3.983 -2.748
H: -2.874 -5.111 -1.636
C: -5.424 -2.555 6.009
C: -4.411 -1.905 5.072
C: -3.589 -0.787 5.730
O: -4.276 0.440 5.890
C: -5.106 0.517 7.038
N: -5.110 -1.435 3.870
H: -6.298 -1.924 6.173
H: -5.783 -3.491 5.582
H: -4.976 -2.780 6.978
H: -3.705 -2.683 4.768
H: -2.745 -0.562 5.069
H: -3.161 -1.114 6.686
H: -4.684 -0.035 7.882
H: -6.111 0.151 6.819
H: -5.190 1.567 7.316
H: -4.424 -1.092 3.203
H: -5.636 -0.604 4.127

Total charge: +1
Maximum force: 2.19 eV/A
Frontier orbital gap: 7.20 eV
Calculated total energy: -67464.0873 eV
HOMO: -0.4003 hartree
Spin multiplicity: 1

Results of the Löwdin charge analysis, in e, for atoms 1 through 2: -0.04 -0.18